# 1
Density functional theory data (the ωB97M-V functional and the def2-TZVPD basis) for a cluster of 13 separate species, H26O13 in total.

Structure (XYZ):
```
39
H26O13 (the ωB97M-V functional and the def2-TZVPD basis)
H -0.75796 -0.09511 -0.61285
H 0.77682 -0.06015 -0.46327
H -0.34783 3.66833 0.65390
H 0.83795 4.19833 -0.34102
H -4.16567 -1.86118 0.08663
H -3.07218 -1.07110 0.72525
H -1.28568 0.40550 1.90841
H -0.12020 1.30765 2.30360
H 3.35800 1.32595 -0.61934
H 1.84833 1.28943 -0.56581
H -1.40811 -4.23520 -3.27406
H -0.90607 -3.89213 -1.88303
H -2.36800 -0.97208 2.59857
H -2.06422 -1.90972 3.85668
H 4.19349 -1.79367 -1.04974
H 3.52207 -2.37657 -2.36550
H -1.04229 2.16776 -1.06670
H 0.16605 1.63933 -0.66163
H -0.08456 -0.78633 3.16154
H 1.05454 -0.85216 2.25245
H 4.95421 1.37306 0.07690
H 4.59176 0.03985 -0.42014
H -3.75091 2.65135 -2.22676
H -3.71769 3.62672 -3.45423
H -0.35344 -1.94276 1.49836
H -0.92943 -1.93527 0.07092
O 0.00268 -0.02315 0.00378
O 0.49380 4.05985 0.60274
O -3.35235 -1.41023 -0.15333
O -0.88081 1.28274 1.77514
O 2.63844 0.76271 -0.69751
O -0.83022 -3.60116 -2.82400
O -2.00201 -0.93190 3.48558
O 3.93662 -1.61584 -1.90227
O -0.49063 1.40998 -1.28149
O 0.77963 -0.40598 3.00076
O 5.28226 0.48158 0.21130
O -3.76383 2.61361 -3.22184
O -0.74255 -2.53205 0.81199
```

Output
* spin multiplicity: 1
* HOMO-LUMO gap: 9.68 eV
* largest force on an atom: 6.722 eV/Å
* energy above the lowest of the compared OMol25 structures with the same formula, charge and spin: 675.10 kJ/mol

These are the Mulliken partial charges, in e, on atoms 1 to 6:
1 H 0.47
2 H 0.26
3 H 0.30
4 H 0.32
5 H 0.29
6 H 0.31

# 2
Density functional theory data (the ωB97M-V functional and the def2-TZVPD basis) for a cluster of 13 separate species, H26O13 in total.

Structure (XYZ):
```
39
H26O13 (the ωB97M-V functional and the def2-TZVPD basis)
O -1.81856 -0.83101 2.74538
H -1.72941 -0.91748 3.68679
H -1.56169 0.10806 2.61291
O -2.80675 0.79715 0.35059
H -3.28752 1.26463 1.02115
H -2.61432 1.49260 -0.23935
O -0.32031 -2.95586 1.77018
H -0.97654 -2.25687 1.88861
H -0.01559 -3.12710 2.64204
O 2.66699 1.53651 -0.09059
H 2.77493 0.59675 -0.12653
H 3.31652 1.84328 0.54947
O 0.13800 2.83101 0.05042
H -0.55609 2.57660 -0.55192
H 0.83478 2.17452 0.06353
O 1.40747 -0.18621 2.59673
H 2.07334 -0.74561 2.25936
H 0.86530 -0.13436 1.75908
O -2.88357 -0.85542 -2.08069
H -2.80980 -0.40220 -1.25944
H -2.97149 -0.14997 -2.71742
O -0.06246 -0.77510 -2.30163
H -0.96849 -0.81497 -2.63907
H 0.36813 -1.55234 -2.72438
O -0.89899 1.73064 2.65818
H -0.85661 2.03608 1.70714
H -0.64256 2.45250 3.27572
O 2.95338 -0.58709 -2.28867
H 2.14261 -0.10795 -2.20212
H 3.05395 -0.91002 -3.22160
O -0.00665 -0.25523 0.28770
H 0.01271 -0.22152 -0.67000
H -0.92866 -0.05099 0.47723
O 1.19721 -3.03552 -0.50592
H 1.52343 -3.36042 0.35931
H 0.91013 -2.12926 -0.38019
O 1.22069 1.52532 -2.94600
H 0.81044 2.35357 -3.14759
H 0.44608 1.04331 -2.66840
```

Output
* spin multiplicity: 1
* HOMO-LUMO gap: 9.39 eV
* largest force on an atom: 2.096 eV/Å
* energy above the lowest of the compared OMol25 structures with the same formula, charge and spin: 218.92 kJ/mol

These are the Mulliken partial charges, in e, on atoms 1 to 6:
1 O -0.62
2 H 0.32
3 H 0.24
4 O -0.68
5 H 0.30
6 H 0.27

# 3
Density functional theory data (the ωB97M-V functional and the def2-TZVPD basis) for a cluster of 13 separate species, H26O13 in total.

Structure (XYZ):
```
39
H26O13 (the ωB97M-V functional and the def2-TZVPD basis)
O 0.75031 1.74774 2.80277
H 1.24831 2.17774 3.45877
H 0.68631 0.82474 3.11177
O 1.45731 -2.66026 0.66277
H 1.20831 -1.78426 0.25977
H 1.99931 -3.14226 0.00677
O -3.09369 0.23974 -1.18523
H -2.73469 1.03174 -0.75123
H -4.04869 0.24774 -1.21623
O 2.01231 2.20774 -2.50723
H 2.55831 1.75374 -3.18423
H 2.07931 1.59474 -1.78523
O -1.56569 -2.51626 1.53477
H -1.46369 -2.50526 0.55277
H -1.61069 -3.41926 1.75177
O -2.07969 0.62974 1.51077
H -2.92769 0.21874 1.37477
H -2.25769 1.11174 2.31277
O 1.14331 2.07874 0.10577
H 0.86431 1.96574 1.02677
H 0.76131 2.90474 -0.15823
O -2.63569 -2.42826 -0.92323
H -2.63469 -2.74026 -1.80523
H -2.48969 -1.49626 -1.01923
O -0.51169 1.83274 -2.44423
H 0.43031 1.92574 -2.39623
H -0.61969 1.56674 -3.37423
O 0.20031 -0.28626 0.24577
H 0.45731 0.65874 0.19277
H -0.64269 -0.09226 0.72377
O 0.24331 -1.01526 3.12177
H -0.01669 -1.39226 2.25377
H -0.63969 -1.11926 3.49577
O 1.63431 -0.66526 -1.89023
H 0.82231 -0.29226 -1.48023
H 1.31831 -0.87526 -2.79323
O 3.70431 0.70774 -0.58223
H 3.24931 0.09974 -1.15223
H 3.14431 0.90374 0.14177
```

Output
* spin multiplicity: 1
* HOMO-LUMO gap: 10.21 eV
* largest force on an atom: 2.195 eV/Å
* energy above the lowest of the compared OMol25 structures with the same formula, charge and spin: 158.16 kJ/mol

These are the Mulliken partial charges, in e, on atoms 1 to 6:
1 O -0.63
2 H 0.27
3 H 0.37
4 O -0.69
5 H 0.37
6 H 0.31

# 4
Density functional theory data (the ωB97M-V functional and the def2-TZVPD basis) for a structure of composition H26O13.

Structure (XYZ):
```
39
H26O13 (the ωB97M-V functional and the def2-TZVPD basis)
O 1.63742 -1.26603 1.33332
H 1.53890 -1.75319 0.51527
H 1.03908 -1.69762 1.94320
O -1.22964 -1.80511 1.47005
H -0.73650 -1.85077 0.65092
H -1.86214 -2.52101 1.40960
O -1.22184 -2.08561 -0.46330
H -1.40876 -1.15742 -0.60382
H -1.42147 -2.50035 -1.30257
O -1.66453 0.13958 1.40399
H -1.29010 -0.74127 1.39272
H -1.84338 0.31252 2.32829
O -0.08741 -0.18821 -0.03214
H 0.81098 0.14171 -0.01533
H -0.55227 0.34865 0.60968
O 0.16121 -0.68203 -2.29137
H -0.12410 -0.71497 -1.37828
H -0.50011 -1.18404 -2.76769
O 1.96728 0.25620 -0.03732
H 2.10470 -0.25453 0.76050
H 2.26706 1.13713 0.18704
O 2.71873 -0.07207 -1.90716
H 2.16965 0.01972 -1.12850
H 2.95985 -0.99827 -1.92296
O -2.08786 2.28039 -0.25693
H -2.57579 2.56390 0.51624
H -1.24857 1.97515 0.08754
O 0.72377 0.72286 1.65516
H 0.84481 -0.22652 1.67114
H 0.25413 0.91860 2.46593
O 0.94372 1.77944 -1.15888
H 1.88536 1.61513 -1.10849
H 0.69521 1.48466 -2.03500
O -0.09719 2.34150 0.59088
H 0.24907 1.71815 1.22945
H 0.19659 2.00566 -0.25597
O -1.80184 -0.40535 -1.20895
H -2.19878 0.28747 -1.73684
H -1.21533 0.05594 -0.60941
```

Output
* spin multiplicity: 1
* HOMO-LUMO gap: 8.22 eV
* largest force on an atom: 14.389 eV/Å
* energy above the lowest of the compared OMol25 structures with the same formula, charge and spin: 2530.86 kJ/mol

These are the Mulliken partial charges, in e, on atoms 1 to 6:
1 O -0.70
2 H 0.34
3 H 0.62
4 O -0.73
5 H 0.09
6 H 0.39

# 5
Density functional theory data (the ωB97M-V functional and the def2-TZVPD basis) for a structure of composition H26O13.

Structure (XYZ):
```
39
H26O13 (the ωB97M-V functional and the def2-TZVPD basis)
O -1.74009 1.48402 0.67576
H -2.63471 1.16225 0.56462
H -1.75156 1.93900 1.51783
O -0.18092 1.02802 -2.02083
H -1.13318 1.12511 -2.02437
H 0.15083 1.91959 -1.91464
O 1.54956 -1.81369 1.19529
H 0.77836 -2.05616 0.68276
H 2.27590 -1.86269 0.57378
O 0.29457 -2.39605 -0.45151
H 0.26411 -3.30064 -0.76300
H -0.61957 -2.17081 -0.27877
O 2.78072 -0.88678 -0.46409
H 2.54757 -0.30235 -1.18542
H 3.72786 -0.78555 -0.36974
O 0.40428 0.25589 -0.02481
H -0.32145 0.77893 -0.36537
H 0.52479 -0.43812 -0.67293
O -1.86325 0.53678 -1.07249
H -2.56068 1.16785 -0.89481
H -2.22066 -0.02969 -1.75631
O 1.86913 0.39466 1.37550
H 1.32407 0.42833 0.58937
H 1.58143 -0.39516 1.83337
O -0.58670 0.20538 2.33941
H -0.79897 -0.13298 1.46953
H -0.01596 -0.46036 2.72317
O -1.47664 2.80869 -0.99818
H -1.20932 3.59209 -0.51749
H -1.51273 2.12029 -0.33407
O -1.52094 -1.00682 0.40969
H -1.45380 -0.15645 -0.02459
H -2.41145 -1.30292 0.22117
O 2.06896 -2.65072 -1.35034
H 1.25168 -2.16774 -1.22784
H 2.74746 -1.97561 -1.36049
O 0.11983 2.13359 1.25448
H -0.62616 1.76674 0.77997
H 0.37745 1.44421 1.86655
```

Output
* spin multiplicity: 1
* HOMO-LUMO gap: 6.00 eV
* largest force on an atom: 11.366 eV/Å
* energy above the lowest of the compared OMol25 structures with the same formula, charge and spin: 2196.27 kJ/mol

These are the Mulliken partial charges, in e, on atoms 1 to 6:
1 O -0.70
2 H 0.40
3 H 0.55
4 O -0.75
5 H 0.50
6 H 0.35

# 6
Density functional theory data (the ωB97M-V functional and the def2-TZVPD basis) for a cluster of 13 separate species, H26O13 in total.

Structure (XYZ):
```
39
H26O13 (the ωB97M-V functional and the def2-TZVPD basis)
H -0.12954 -0.00589 0.08034
H 0.67506 -1.16963 0.33412
H -1.19088 2.67001 3.26157
H -1.84046 1.53304 3.86323
H 1.60852 -1.31055 2.20882
H 0.20330 -0.80973 1.94417
H -1.92484 -0.23681 1.82862
H -2.42925 -1.11000 2.94372
H 1.96066 -4.31445 0.82416
H 1.62440 -2.84300 0.81005
H 1.54170 -2.75556 -2.24665
H 2.13267 -2.60366 -0.80940
H -1.30373 0.45462 -1.12861
H -1.53936 -0.01199 -2.50015
H -3.38921 -1.93504 -2.72625
H -4.48426 -2.49831 -1.78988
H 0.70833 4.29581 -2.67955
H 1.02470 3.16588 -3.62032
H 2.90892 -0.17907 0.29826
H 4.12577 -0.91913 -0.51297
H 3.13475 1.37808 0.83406
H 2.91765 2.05916 -0.61831
H 0.05607 2.78686 0.77304
H -0.27682 4.15791 0.10467
H -3.50081 0.90348 -1.29409
H -2.95330 -0.33500 -0.44101
O 0.50027 -0.52540 -0.42326
O -1.48622 1.74564 3.03603
O 1.10121 -0.56630 1.75670
O -2.25093 -1.06016 1.99140
O 1.74656 -3.61556 1.38813
O 2.11295 -2.25625 -1.72437
O -1.43309 -0.36326 -1.64837
O -3.53852 -2.21339 -1.73765
O 0.62183 3.33040 -2.78389
O 3.15793 -0.93886 -0.21057
O 3.53213 1.95560 0.09719
O -0.09588 3.71875 1.01471
O -3.62830 0.42180 -0.49770
```

Output
* spin multiplicity: 1
* HOMO-LUMO gap: 9.42 eV
* largest force on an atom: 4.415 eV/Å
* energy above the lowest of the compared OMol25 structures with the same formula, charge and spin: 638.91 kJ/mol

These are the Mulliken partial charges, in e, on atoms 1 to 6:
1 H 0.16
2 H 0.34
3 H 0.28
4 H 0.27
5 H 0.30
6 H 0.37